[1]
{
  "formula": "C24H28CeGeN2OS3Se",
  "method": "wB97M-V/def2-TZVPD",
  "homo_lumo_gap_ha": [0.229, 0.231],
  "s_squared": 0.751,
  "total_charge": 1,
  "spin_multiplicity": 2,
  "symbols": ["Ce", "Se", "Ge", "S", "S", "S", "O", "N", "N", "C", "C", "C", "C", "C", "C", "C", "C", "C", "C", "C", "C", "C", "C", "C", "C", "C", "C", "C", "C", "C", "C", "C", "C", "H", "H", "H", "H", "H", "H", "H", "H", "H", "H", "H", "H", "H", "H", "H", "H", "H", "H", "H", "H", "H", "H", "H", "H", "H", "H", "H", "H"],
  "positions_angstrom": [[13.740, 11.785, 10.664], [11.855, 13.525, 12.001], [16.036, 8.902, 10.013], [15.000, 11.389, 12.970], [17.369, 13.136, 12.201], [16.724, 11.044, 10.379], [14.709, 13.668, 9.748], [15.520, 15.770, 9.411], [16.088, 14.084, 7.956], [16.376, 11.851, 12.043], [16.453, 6.666, 6.471], [9.437, 11.920, 11.575], [7.984, 12.025, 9.625], [16.472, 7.572, 5.425], [13.563, 8.440, 11.327], [12.178, 8.510, 11.531], [6.776, 11.585, 8.862], [16.242, 8.428, 8.068], [15.435, 14.481, 9.085], [15.023, 16.344, 10.669], [10.330, 12.888, 10.998], [9.762, 11.381, 12.939], [16.427, 8.902, 5.721], [9.990, 13.428, 9.719], [8.234, 11.577, 10.918], [11.337, 9.163, 10.614], [16.310, 9.344, 7.029], [14.102, 9.000, 10.163], [13.285, 9.546, 9.166], [8.861, 12.941, 9.040], [10.842, 14.465, 9.076], [16.372, 7.071, 7.780], [11.908, 9.685, 9.465], [11.302, 10.141, 8.671], [16.226, 13.061, 7.890], [10.265, 9.217, 10.804], [11.751, 8.007, 12.403], [5.858, 12.068, 9.221], [9.065, 10.565, 13.190], [16.802, 7.964, 10.967], [11.908, 14.162, 8.965], [6.823, 11.794, 7.790], [8.731, 13.267, 8.015], [14.014, 16.797, 10.470], [16.291, 10.411, 7.228], [14.923, 15.545, 11.415], [16.494, 9.674, 4.992], [15.739, 17.070, 11.055], [16.372, 6.352, 8.564], [10.785, 10.976, 13.029], [13.651, 9.678, 8.137], [10.802, 15.444, 9.622], [16.168, 16.350, 8.900], [6.628, 10.470, 8.946], [7.524, 10.921, 11.383], [16.511, 5.611, 6.263], [16.915, 14.631, 7.672], [9.704, 12.180, 13.712], [14.176, 7.887, 12.054], [16.522, 7.210, 4.384], [10.385, 14.627, 8.056]],
  "forces_ev_per_a": [[-0.888, 1.411, 0.273], [0.199, -0.418, -0.283], [0.354, -0.056, -1.255], [0.727, -0.239, 0.472], [-0.333, -0.389, 0.369], [-0.109, 0.087, -0.137], [0.652, 0.551, -0.854], [0.409, -0.029, 0.561], [0.836, -0.862, 0.055], [0.321, 0.326, -0.704], [0.049, -0.720, -0.312], [0.347, 0.970, -0.265], [0.173, 0.591, -0.389], [0.008, -0.845, -0.790], [-1.060, 0.271, 0.037], [-0.097, -0.216, 0.161], [-0.745, -1.297, -0.158], [0.706, 0.431, 1.288], [-0.405, -0.043, 0.236], [-1.157, -0.264, -0.174], [-1.346, -0.629, -0.729], [-0.320, -0.309, 0.578], [-0.064, 1.023, 0.413], [0.218, -1.028, 1.119], [1.468, 0.382, -0.173], [0.486, -0.133, 0.750], [-0.097, -0.068, 0.421], [0.624, -1.135, 0.421], [-0.931, -0.955, 0.408], [0.719, -0.127, 0.665], [-0.281, 0.881, -1.245], [-0.330, 0.806, -0.141], [0.252, 0.209, -1.783], [-0.103, -0.212, 0.509], [-0.137, 1.108, 0.057], [0.322, 0.144, -0.156], [0.054, 0.282, -0.259], [0.191, -0.126, 0.083], [0.157, 0.360, 0.098], [-0.415, 0.085, -0.121], [-0.642, 0.281, 0.108], [0.252, 0.120, 0.178], [-0.318, 0.056, 0.030], [1.016, -0.266, 0.476], [-0.018, -0.008, 0.001], [-0.083, 0.227, -0.249], [0.003, 0.225, -0.832], [-0.179, 0.022, -0.229], [0.028, -0.575, 0.505], [-0.312, 0.199, -0.230], [-0.011, 0.440, 0.553], [0.164, -0.870, -0.359], [-0.122, -0.145, -0.152], [0.062, 1.074, 0.043], [-0.148, -0.329, 0.294], [0.035, -0.212, -0.098], [-0.812, -0.507, 0.183], [-0.063, -0.520, -0.462], [-0.186, 0.561, -0.361], [0.046, 0.298, 0.672], [0.833, 0.112, 0.882]],
  "lowdin_charge": [0.55, 0.69, 0.80, 0.57, 0.64, 0.50, -0.24, 0.05, 0.19, -1.60, -0.07, -0.31, -0.28, -0.07, -0.10, -0.02, -0.06, -0.32, -0.53, -0.02, -0.53, -0.11, -0.09, -0.31, -0.01, -0.03, -0.12, -0.45, -0.20, -0.02, -0.09, -0.11, -0.10, 0.14, 0.11, 0.13, 0.13, 0.09, 0.08, 0.01, 0.06, 0.08, 0.11, 0.11, 0.08, 0.08, 0.10, 0.09, 0.09, 0.05, 0.13, 0.10, 0.15, 0.10, 0.11, 0.11, 0.13, 0.09, 0.13, 0.13, 0.09]
}

---

[2]
{
  "formula": "C24H28Cl2N2O7PPb",
  "method": "wB97M-V/def2-TZVPD",
  "homo_lumo_gap_ha": 0.260,
  "relative_energy_kcal_mol": 19.8,
  "total_charge": -1,
  "symbols": ["Pb", "Cl", "Cl", "P", "O", "O", "O", "O", "O", "O", "O", "N", "N", "C", "C", "C", "C", "C", "C", "C", "C", "C", "C", "C", "C", "C", "C", "C", "C", "C", "C", "C", "C", "C", "C", "C", "C", "H", "H", "H", "H", "H", "H", "H", "H", "H", "H", "H", "H", "H", "H", "H", "H", "H", "H", "H", "H", "H", "H", "H", "H", "H", "H", "H", "H"],
  "positions_angstrom": [[0.232, 0.429, -1.108], [5.732, 3.666, 3.302], [5.482, 1.615, -1.733], [-2.123, 2.059, -3.952], [-2.002, 0.562, 0.180], [2.784, 0.719, -0.819], [0.025, -1.331, 0.670], [-1.070, -0.686, -2.804], [-0.173, -3.396, 5.061], [-1.040, 2.246, -2.959], [-1.374, -2.238, -4.378], [1.639, 1.182, 1.479], [1.766, -1.439, -1.989], [-2.455, -1.219, 3.292], [-1.805, -0.927, 2.108], [1.655, 2.101, 3.743], [-1.593, 1.612, -5.650], [-1.875, -2.002, 4.263], [2.904, 1.615, 1.338], [-2.437, -0.084, 1.125], [-3.904, 0.044, 1.222], [-0.197, -2.836, -2.358], [-0.569, -2.551, 4.053], [-3.174, 3.458, -4.088], [4.908, 2.816, 2.016], [3.623, 2.263, 2.372], [4.780, 1.826, -0.205], [3.467, 1.425, -0.012], [-3.298, 0.739, -3.441], [0.089, -2.332, 2.860], [2.969, 2.472, 3.627], [1.039, 1.403, 2.633], [-0.967, -1.884, -3.280], [1.219, -3.848, 5.028], [-0.491, -1.513, 1.832], [5.442, 2.607, 0.799], [1.278, -2.703, -2.606], [-0.465, -2.648, -1.324], [-0.993, 2.424, -6.142], [-2.626, 4.225, -4.503], [6.228, 3.220, 0.454], [-3.431, -0.800, 3.473], [3.480, 3.073, 4.345], [-4.065, 0.955, 1.808], [-0.957, 0.683, -5.619], [-2.863, -0.180, -3.897], [1.048, -2.814, 2.561], [-4.350, 0.314, 0.240], [-0.414, -3.915, -2.556], [-2.383, -2.170, 5.233], [1.875, -3.033, 4.799], [-4.458, -0.780, 1.690], [1.012, 2.275, 4.604], [-4.058, 3.159, -4.709], [2.058, -1.605, -1.014], [1.891, -3.524, -2.215], [1.507, -2.732, -3.722], [2.535, -0.932, -2.444], [-3.615, 3.689, -3.126], [-4.346, 0.980, -3.844], [1.317, -4.587, 4.199], [-3.293, 0.778, -2.372], [-0.061, 1.139, 2.761], [1.489, -4.400, 5.977], [-2.550, 1.335, -6.276]],
  "forces_ev_per_a": [[-0.032, 0.082, 0.109], [0.416, 0.331, -0.275], [0.583, -0.103, -0.884], [-0.474, -2.245, 0.312], [1.491, 0.150, -0.249], [0.202, 0.435, -0.719], [0.526, -0.593, 0.743], [0.354, -0.567, -0.095], [1.521, 0.044, 0.138], [0.805, 0.467, 0.164], [-0.189, -0.215, -0.433], [-0.778, 0.197, 1.065], [0.306, -0.037, 0.270], [0.218, -0.494, 0.946], [1.895, -0.146, -0.982], [-0.486, -1.084, -1.050], [-0.717, -0.666, -1.042], [0.133, -0.006, 0.728], [0.573, 0.541, -0.077], [-1.033, -0.527, -0.314], [-2.206, 0.697, 0.075], [-0.544, -1.743, -0.583], [-1.134, -0.213, -0.148], [-2.455, -1.320, -0.197], [-1.100, -0.790, 1.306], [-0.092, 0.175, -0.193], [-0.388, 1.349, 1.704], [-0.443, -1.797, 0.701], [-0.604, 0.633, -2.420], [0.999, -0.308, -0.697], [-0.355, 0.083, -1.345], [-0.713, 0.657, 0.844], [0.337, 0.593, 0.904], [-1.218, -1.468, -0.399], [-1.114, 0.848, -0.670], [-0.954, -0.260, -1.350], [1.626, 0.826, -0.837], [0.208, 0.147, 0.251], [-0.720, -0.645, 0.422], [0.837, 2.102, -0.837], [1.366, 0.167, -0.006], [-0.118, 0.029, 0.168], [0.161, 0.072, 0.639], [-0.252, -0.062, 0.289], [-0.676, 0.878, 0.219], [-0.778, 0.417, 0.816], [-0.799, 0.406, 0.561], [0.509, -0.501, 0.522], [-0.333, 0.816, -0.118], [0.446, -0.005, -0.757], [0.439, 0.567, 0.211], [0.216, 0.246, -0.224], [0.451, 0.077, -0.014], [0.852, 0.454, 0.087], [-0.027, 0.072, -0.656], [-0.446, -0.153, 0.167], [-0.446, 0.383, 1.261], [-0.420, -0.532, 0.236], [0.338, 0.230, 0.339], [1.404, -0.432, 0.504], [0.002, 0.411, 0.479], [0.034, -0.460, 0.665], [1.583, 0.069, -0.456], [-0.625, 1.013, -0.897], [1.842, 0.706, 1.078]],
  "lowdin_charge": [1.61, 0.64, 0.68, 0.50, -0.10, -0.25, -0.20, -0.27, -0.11, -0.46, 0.00, 0.09, -0.07, -0.07, -0.13, -0.05, -0.19, -0.03, -0.14, -0.43, -0.04, -0.14, -0.29, -0.20, -0.63, -0.17, -0.64, -0.43, -0.17, 0.04, -0.05, -0.11, -0.67, -0.07, -0.35, -0.14, -0.25, 0.09, 0.05, 0.02, 0.09, 0.10, 0.06, 0.10, 0.06, 0.04, 0.12, 0.09, 0.12, 0.11, 0.07, 0.08, 0.09, 0.07, 0.07, 0.10, 0.14, 0.08, 0.06, 0.07, 0.09, 0.02, 0.12, 0.10, 0.09]
}

---

[3]
{
  "formula": "C24H28ClIrN4O2P",
  "method": "wB97M-V/def2-TZVPD",
  "homo_lumo_gap_ha": [0.311, 0.134],
  "s_squared": 6.017,
  "relative_energy_kcal_mol": 0.0,
  "total_charge": 3,
  "spin_multiplicity": 5,
  "symbols": ["Ir", "Cl", "P", "O", "O", "N", "N", "N", "N", "C", "C", "C", "C", "C", "C", "C", "C", "C", "C", "C", "C", "C", "C", "C", "C", "C", "C", "C", "C", "C", "C", "C", "C", "H", "H", "H", "H", "H", "H", "H", "H", "H", "H", "H", "H", "H", "H", "H", "H", "H", "H", "H", "H", "H", "H", "H", "H", "H", "H", "H", "H"],
  "positions_angstrom": [[0.369, -0.345, -0.418], [-1.734, -0.136, 1.050], [-0.850, -2.253, -1.137], [0.146, 3.625, 0.539], [0.097, 1.796, -0.786], [2.302, 0.796, 0.124], [1.250, 6.870, 2.327], [2.352, 4.929, 2.959], [0.673, 5.801, 4.279], [-0.671, -3.206, -2.649], [-5.205, -0.805, -0.792], [-0.623, -5.305, -3.809], [-0.641, -3.377, 0.269], [0.613, -3.997, 0.388], [-0.685, -4.603, -2.617], [3.166, 3.115, 0.209], [-2.939, -0.742, -0.059], [-0.567, -2.524, -3.866], [0.562, 2.601, 0.041], [-0.120, -5.090, 2.391], [-0.528, -4.629, -5.019], [3.432, 5.052, 1.972], [3.109, 4.618, 0.532], [-4.839, -1.618, -1.855], [0.863, -4.865, 1.435], [1.426, 5.873, 3.182], [-4.251, -0.352, 0.110], [-1.632, -3.620, 1.223], [-0.503, -3.239, -5.048], [-3.521, -2.030, -1.994], [-1.365, -4.481, 2.274], [-2.556, -1.622, -1.078], [2.054, 2.139, 0.628], [-0.655, -6.386, -3.792], [-0.533, -1.440, -3.882], [3.874, 5.081, -0.093], [-0.417, -2.719, -5.992], [2.907, 0.281, 0.761], [3.751, 6.096, 1.952], [-0.010, 6.514, 4.481], [3.295, 3.022, -0.873], [-2.140, -4.695, 2.998], [-0.776, -5.137, -1.683], [1.378, -3.812, -0.359], [2.154, 5.033, 0.216], [2.507, 4.278, 3.713], [-0.465, -5.187, -5.943], [0.084, -5.739, 3.232], [4.279, 4.479, 2.347], [0.545, 7.570, 2.496], [-4.535, 0.302, 0.925], [2.789, 0.862, -0.770], [1.902, 2.099, 1.706], [1.762, 6.937, 1.465], [0.896, 5.168, 5.029], [-6.238, -0.514, -0.657], [-2.617, -3.186, 1.129], [1.815, -5.374, 1.505], [4.081, 2.717, 0.664], [-5.576, -1.934, -2.580], [-3.240, -2.690, -2.803]],
  "forces_ev_per_a": [[-0.107, -0.527, -0.539], [0.155, 0.148, 0.564], [-0.458, -0.627, 0.381], [0.607, 0.134, 0.213], [0.218, 0.548, 0.206], [-0.291, -0.059, -0.031], [-0.115, -0.021, -0.062], [0.036, -0.195, -0.121], [0.005, 0.041, -0.155], [0.319, 0.421, 0.010], [0.029, -0.083, -0.069], [-0.001, -0.036, -0.062], [0.283, 0.268, -0.094], [-0.014, 0.133, -0.067], [-0.155, 0.102, 0.043], [-0.204, 0.270, -0.088], [-0.450, -0.336, -0.595], [0.023, 0.017, 0.122], [-0.820, -0.464, -0.736], [-0.006, 0.047, -0.034], [0.002, -0.006, 0.082], [-0.040, 0.099, -0.274], [-0.163, -0.237, 0.326], [0.000, 0.042, 0.008], [0.016, -0.010, 0.070], [0.048, -0.007, 0.258], [0.092, 0.166, 0.175], [0.007, -0.070, -0.159], [0.074, 0.030, -0.062], [0.033, -0.112, -0.010], [-0.031, -0.027, 0.055], [0.387, 0.251, 0.204], [0.730, 0.292, 0.483], [0.028, 0.002, -0.006], [-0.035, 0.007, -0.056], [-0.034, 0.001, -0.052], [-0.021, 0.013, 0.009], [-0.074, -0.023, 0.084], [0.097, -0.040, 0.017], [-0.021, -0.003, 0.024], [0.011, -0.047, -0.004], [0.017, 0.031, 0.017], [0.017, -0.025, 0.043], [0.022, -0.073, -0.013], [-0.129, 0.085, -0.105], [-0.035, 0.038, 0.045], [-0.028, 0.000, -0.003], [-0.030, -0.071, -0.049], [0.008, 0.041, 0.094], [0.060, 0.056, -0.007], [0.033, 0.001, -0.006], [0.051, -0.113, -0.011], [-0.100, 0.005, -0.038], [0.017, -0.004, 0.017], [0.004, -0.013, 0.013], [0.007, 0.038, -0.037], [-0.047, 0.068, -0.008], [0.024, 0.055, 0.014], [-0.017, -0.178, -0.054], [-0.018, -0.046, 0.040], [-0.019, 0.003, -0.010]],
  "lowdin_charge": [1.03, 0.73, 0.92, 0.27, -0.07, -0.03, 0.24, 0.09, 0.22, -0.38, -0.01, -0.03, -0.40, -0.11, -0.06, -0.12, -0.62, -0.10, -0.51, -0.02, -0.02, -0.14, -0.15, -0.02, -0.04, -0.42, -0.07, -0.07, -0.04, -0.04, -0.04, -0.37, -0.21, 0.12, 0.11, 0.14, 0.12, 0.13, 0.13, 0.14, 0.14, 0.12, 0.11, 0.11, 0.10, 0.16, 0.13, 0.13, 0.14, 0.15, 0.12, 0.12, 0.16, 0.12, 0.14, 0.13, 0.11, 0.12, 0.14, 0.13, 0.12]
}